Entry 1:
# C14H32FeN6O7

A structure of composition C14H32FeN6O7 at a distorted geometry (ωB97M-V/def2-TZVPD, the Open Molecules 2025 dataset).

ORCA input file:
```
! RIJCOSX wB97M-V def2-TZVPD def2/J DEFGRID3
* xyz 0 5
O 1.3614 -5.3310 -0.2332
H 1.9149 -6.1096 -0.0339
Fe 0.4585 -1.4252 0.2534
N -1.2539 -1.1133 1.1186
N -0.6743 -2.4899 -0.8706
N 1.7201 -0.0699 0.7441
N 1.9732 -1.8582 -0.8978
O -1.4552 -0.5858 2.2770
O 1.5244 0.8722 1.7434
O 2.0644 -2.9422 -1.6902
O -0.3458 -3.3822 -1.7699
C -2.0236 -2.2868 -0.7151
C -2.3595 -1.4449 0.3647
C 2.8437 0.0752 0.0078
C 3.0030 -0.9782 -0.9344
C -3.7298 -0.9413 0.6833
H -3.8467 0.1069 0.3645
H -3.9536 -0.9946 1.7558
H -4.4938 -1.5199 0.1477
C -2.9723 -3.0342 -1.5758
H -2.8293 -4.1171 -1.4410
H -2.8283 -2.7921 -2.6381
H -4.0052 -2.7901 -1.3033
C 3.7992 1.2038 0.1691
C 4.2023 -1.1159 -1.8012
H 3.5117 1.8345 1.0143
H 3.8488 1.8397 -0.7280
H 4.8122 0.8213 0.3464
H 4.0902 -1.9320 -2.5250
H 5.0961 -1.2936 -1.1813
H 4.3888 -0.1742 -2.3368
H 0.6510 1.3080 1.4217
H 1.0215 -3.2788 -1.7850
C 1.1449 -4.6139 0.9701
H 0.1031 -4.2755 0.9698
H 1.8255 -3.7555 1.0334
H 1.3064 -5.2695 1.8386
O 0.8011 -1.8865 3.2058
H 1.4718 -1.1816 3.2828
H -0.0533 -1.3893 3.0805
C -0.2938 1.8190 -2.0022
N -0.8123 2.9048 -1.1880
C -1.3373 4.0514 -1.9029
C -0.9175 2.7099 0.1511
O -0.6110 1.5742 0.6222
N -1.3756 3.6484 1.0280
C -1.3380 5.0932 0.8515
C -1.5948 3.1893 2.3877
H -0.2633 2.1634 -3.0381
H -0.9199 0.9162 -1.9475
H 0.7257 1.5484 -1.7002
H -2.3619 4.2877 -1.5784
H -0.6890 4.9313 -1.7643
H -1.3501 3.7914 -2.9667
H -2.2214 5.4687 0.3091
H -1.3636 5.5284 1.8581
H -0.4185 5.4431 0.3504
H -2.3318 2.3787 2.4003
H -0.6654 2.8229 2.8422
H -1.9740 4.0401 2.9556
*
```

The highest occupied orbital energy (spin up / spin down) is -5.3 / -8.1 eV. The expectation value of S² is 6.028. The LUMO energy (spin up / spin down) is -0.25 / -0.37 eV. The HOMO-LUMO gap (spin up / spin down) is 5.083 / 7.711 eV. The total energy comes out at -2671.32059 a.u. Its relative energy (zero: lowest compared OMol25 entry of this formula, charge and spin) is 4.5 kJ/mol.

Entry 2:
# C35H43ClN2Si2Tb

A structure of composition C35H43ClN2Si2Tb at a distorted geometry (ωB97M-V/def2-TZVPD, the Open Molecules 2025 dataset).

ORCA input file:
```
! RIJCOSX wB97M-V def2-TZVPD def2/J DEFGRID3
* xyz 1 7
C -3.3932 2.5336 -0.3026
C -2.1510 2.3724 0.3840
C -1.1079 2.6139 -0.5622
H -2.0329 2.2029 1.4490
C -1.6986 2.9260 -1.8233
C -3.1125 2.8641 -1.6631
H -3.8420 3.1548 -2.4141
H -4.3757 2.5318 0.1608
H -0.0531 2.6828 -0.3283
H -1.1757 3.2744 -2.7098
Tb -2.2640 0.5437 -1.3557
Si 0.6322 -1.8555 0.1731
C 0.2705 -1.2568 1.9815
C 0.0973 -2.3807 2.8023
H 0.1464 -3.3623 2.3505
C -0.1121 -2.2295 4.1649
H -0.1653 -3.1327 4.7964
C -0.2130 -0.9497 4.7205
H -0.3700 -0.8137 5.7966
C -0.0897 0.2086 3.9043
H -0.1096 1.2231 4.3463
C 0.1144 0.0376 2.5193
H 0.1622 0.9104 1.8589
C 1.9394 0.8577 -0.5367
C 2.3086 2.0069 0.1966
H 2.4584 1.9619 1.2846
C 2.7099 3.0918 -0.5891
H 3.2584 3.9018 -0.0977
C 2.4875 3.0723 -1.9816
H 2.8499 3.9000 -2.5684
C 1.8390 2.0111 -2.6351
H 1.6179 2.0110 -3.7091
C 1.5842 0.8670 -1.8970
H 1.2919 -0.0774 -2.3866
H -0.1848 -0.6462 -0.3916
Si 2.9445 -0.5931 -0.2709
C 4.5550 -0.4568 -1.2504
C 5.7645 -0.1085 -0.6175
H 5.9215 -0.3162 0.4409
C 6.7380 0.6063 -1.3245
H 7.6207 0.9784 -0.8053
C 6.5471 0.9018 -2.6836
H 7.2579 1.5488 -3.2113
C 5.4533 0.3387 -3.3565
H 5.3342 0.5217 -4.4297
C 4.4905 -0.3934 -2.6546
H 3.6481 -0.8347 -3.1881
C 3.5758 -0.9466 1.4548
C 3.7878 -0.1226 2.5707
H 3.7093 0.9540 2.4873
C 4.0619 -0.7155 3.8146
H 4.2156 -0.0891 4.6868
C 4.1322 -2.1036 3.9773
H 4.3321 -2.5540 4.9539
C 3.9237 -2.9116 2.8529
H 3.9759 -4.0011 2.9363
C 3.6361 -2.3403 1.6186
H 3.3688 -2.9878 0.7641
H -0.3942 -2.8350 -0.1999
Cl -1.3521 -0.8852 -3.1711
C -4.7093 0.0334 -3.6653
N -4.7154 0.1271 -2.2037
C -5.8158 1.0135 -1.7977
C -4.9552 -1.2181 -1.6318
C -4.8606 -1.1885 -0.0962
N -3.4364 -1.1268 0.3466
C -3.3652 -0.6132 1.7280
C -2.9073 -2.5059 0.3100
H -4.4963 1.0151 -4.0801
H -3.9462 -0.6657 -3.9947
H -5.6941 -0.2960 -4.0284
H -5.8154 1.2129 -0.7230
H -5.7254 1.9628 -2.3161
H -6.7810 0.5485 -2.0599
H -5.9835 -1.5683 -1.8716
H -4.2424 -1.9450 -2.0623
H -5.4110 -0.3463 0.3488
H -5.3108 -2.1265 0.2948
H -3.8569 -1.3229 2.4141
H -2.3164 -0.4834 2.0248
H -3.8842 0.3512 1.7896
H -2.6398 -2.7835 -0.7156
H -2.0317 -2.5779 0.9602
H -3.6645 -3.2085 0.6969
*
```

The highest occupied orbital energy (spin up / spin down) is -10.5 / -10.5 eV. The expectation value of S² is 12.616. The LUMO energy (spin up / spin down) is -3.32 / -2.46 eV. The HOMO-LUMO gap (spin up / spin down) is 7.194 / 8.062 eV. The total energy comes out at -3332.34075 a.u.

Entry 3:
# C41H46BaP2

A structure of composition C41H46BaP2 at a distorted geometry (ωB97M-V/def2-TZVPD, the Open Molecules 2025 dataset).

ORCA input file:
```
! RIJCOSX wB97M-V def2-TZVPD def2/J DEFGRID3
* xyz 0 1
Ba 0.5329 -0.5246 1.8060
C -0.9449 -0.8885 -5.8873
C 0.1537 -0.1938 -5.5809
C 0.4641 1.2607 -5.7872
C -0.7344 2.2058 -6.0338
C -1.7313 2.2034 -4.9111
C -2.7484 1.3636 -4.6945
C -3.2188 0.1897 -5.5005
C -2.2203 -0.4092 -6.5195
C -0.4528 0.1239 3.8936
H -0.9409 -1.9600 -5.6262
H 0.9786 -0.7551 -5.1214
H 1.1816 1.3715 -6.6173
H 1.0025 1.6138 -4.8906
H -0.3244 3.2292 -6.1355
H -1.2005 1.9735 -6.9975
H -1.5769 2.9963 -4.1616
H -3.3606 1.5514 -3.8025
H -4.1500 0.4522 -6.0298
H -3.5042 -0.6066 -4.7917
H -2.7212 -1.2732 -6.9963
H -2.0327 0.3099 -7.3242
H -0.9633 -0.7503 4.2134
H -1.0420 0.9762 3.6703
H 0.4558 0.4539 4.5067
P 1.4759 -0.9404 -0.5275
P -1.0115 1.3240 0.5985
C 0.6153 0.2843 -1.4402
C -0.3186 1.1772 -1.0184
C 3.1476 -0.7029 -0.5054
C 3.6405 -0.3013 -1.7301
C 5.0202 -0.1526 -1.8858
C 5.8838 -0.4142 -0.8200
C 5.3624 -0.8254 0.4129
C 3.9897 -0.9713 0.5835
C 0.9039 -2.5231 -0.9103
C -0.3848 -3.0263 -0.6676
C -0.6883 -4.3166 -1.0924
C 0.2765 -5.0961 -1.7392
C 1.5536 -4.5731 -1.9571
C 1.8676 -3.2829 -1.5454
C -0.8379 2.9015 1.2386
C 0.3737 3.4977 1.6305
C 0.3503 4.8052 2.1029
C -0.8564 5.5079 2.1925
C -2.0469 4.8871 1.8068
C -2.0398 3.5842 1.3269
C -2.6294 0.7084 0.5728
C -3.2332 0.0831 1.6702
C -4.5673 -0.3004 1.5779
C -5.2912 -0.0627 0.4043
C -4.6703 0.5659 -0.6797
C -3.3358 0.9571 -0.5971
H 0.9306 0.2259 -2.4694
H -0.7884 1.8770 -1.6958
H 2.9755 -0.1081 -2.5631
H 5.4221 0.1648 -2.8499
H 6.9591 -0.3021 -0.9482
H 6.0369 -1.0358 1.2447
H 3.5715 -1.2988 1.5369
H -1.1390 -2.4290 -0.1524
H -1.6864 -4.7211 -0.9166
H 0.0348 -6.1052 -2.0687
H 2.3129 -5.1766 -2.4548
H 2.8634 -2.8800 -1.7112
H 1.3131 2.9500 1.5761
H 1.2819 5.2853 2.4074
H -0.8686 6.5315 2.5634
H -2.9925 5.4247 1.8798
H -2.9663 3.0979 1.0345
H -2.6641 -0.0854 2.5827
H -5.0515 -0.7840 2.4281
H -6.3359 -0.3617 0.3364
H -5.2336 0.7574 -1.5952
H -2.8583 1.4509 -1.4369
C 0.3766 -1.7428 7.1962
C 1.6342 -1.2992 6.3985
C 2.2179 -0.0309 7.0756
C 2.6869 -2.4285 6.4692
C 1.3573 -1.0756 5.2037
C 1.0465 -0.7916 3.9126
H 0.6110 -1.9606 8.2478
H -0.0520 -2.6443 6.7484
H -0.3835 -0.9537 7.1756
H 2.4922 -0.2116 8.1239
H 3.1127 0.2995 6.5396
H 1.4833 0.7833 7.0536
H 2.2901 -3.3381 6.0124
H 3.5875 -2.1316 5.9267
H 2.9711 -2.6603 7.5056
*
```

The highest occupied orbital energy (spin up / spin down) is -3.7 / -3.7 eV. The LUMO energy (spin up / spin down) is -0.21 / -0.21 eV. The HOMO-LUMO gap (spin up / spin down) is 3.488 / 3.487 eV. The total energy comes out at -2297.45332 a.u.

Question: Which formula does entry 3 have?
Answer: C41H46BaP2